No. 1
Entry from the OMol25 dataset: a molecular structure, C28H42BrN3P2Ti at a distorted geometry (ωB97M-V/def2-TZVPD).

Each line ends with the Mulliken charge.
Atoms and positions in Å:
H (-2.40880, -1.82641, 2.97733)  0.467
H (1.04308, -1.66992, -1.15459)  0.159
H (1.77178, 2.31094, -3.70328)  0.283
H (-1.92850, 2.68235, -4.10123)  0.180
C (6.71430, -5.70766, -2.45489)  -0.404
C (-2.69358, 2.05203, -3.63120)  -1.272
H (-0.69876, -3.16358, -0.77837)  0.534
H (6.00964, -6.19681, -1.79441)  0.411
H (1.46397, -0.37770, -5.63376)  0.450
H (2.03409, 4.83075, -4.14309)  0.478
H (0.49886, 5.06581, -3.28598)  0.389
H (-0.56880, 0.98146, -4.84209)  0.640
H (0.88041, 0.98931, -3.82123)  -1.703
H (5.77413, -0.26965, -0.35108)  0.533
H (-3.77547, -0.64258, -3.99637)  0.334
C (3.04741, -1.79714, -1.78225)  -0.806
H (3.99133, 0.70284, 1.22115)  0.453
H (-3.00783, 0.69630, -1.97600)  0.569
N (-0.62222, -1.32429, 0.30802)  0.618
H (-3.48891, 2.71870, -3.26821)  0.418
C (5.19183, 2.85012, -2.84643)  -1.429
Ti (0.64911, 0.04543, -0.62617)  -0.577
P (-0.88452, -0.04757, -2.68049)  1.329
H (8.07507, -7.41336, -2.49280)  0.369
H (9.44350, -4.17782, -4.66803)  0.358
H (1.09153, 4.01272, -0.19450)  0.408
H (-1.79899, 1.93744, -1.66843)  0.474
C (7.53431, -3.83497, -3.70943)  -0.461
Br (1.18598, 0.93387, 1.92253)  -0.551
C (4.33575, -1.43402, -1.46723)  0.854
H (4.03651, 4.79428, 0.51509)  0.352
C (7.87913, -6.39353, -2.83140)  -0.318
C (6.53821, -4.37639, -2.87834)  0.385
N (8.80465, -5.84773, -3.61351)  -0.548
C (-2.92987, -1.24955, -4.33714)  -1.465
H (-2.35879, -1.87620, -2.34852)  0.473
H (7.46364, -2.80678, -4.04314)  0.371
H (-2.24053, -3.99362, 1.30142)  0.442
C (3.73909, 0.01635, 0.39597)  -0.346
C (2.96575, 5.00768, 0.38813)  -1.258
C (-2.16887, 1.24225, -2.43901)  -0.878
C (5.49449, -3.48580, -2.42723)  0.279
H (4.44186, 2.02965, -0.95710)  0.162
C (5.22327, -2.32462, -2.06642)  -0.958
H (-1.14709, -2.22125, -3.59207)  0.538
C (0.06525, 0.35456, -4.18696)  1.102
H (2.27871, 2.86606, 0.46028)  -0.092
C (2.05022, -1.23752, -0.95843)  0.791
H (-3.33024, -2.23208, -4.61731)  0.421
N (-1.17702, -0.94151, 1.47452)  -0.311
H (0.49481, 2.72934, -2.44598)  -0.363
H (-3.13793, 1.42651, -4.41270)  0.287
P (2.70613, 3.38135, -1.83441)  -0.198
H (2.84215, -2.60476, -2.48960)  0.618
H (6.09326, 2.23547, -2.76417)  0.427
H (1.29497, -1.46477, -4.25264)  0.244
H (4.90433, 2.89675, -3.90342)  0.360
H (-2.53434, -0.78779, -5.25053)  0.341
C (1.38333, 3.08350, -3.01231)  0.958
C (4.07225, 2.23062, -1.97516)  0.522
H (3.69508, 1.28378, -2.39730)  -0.093
C (-1.77907, -3.03111, 1.18878)  -0.958
C (-1.87517, -1.47352, -3.24879)  -0.637
C (-0.98281, -2.63098, 0.11831)  -0.409
C (2.41990, -0.30875, 0.12211)  0.117
C (1.09494, 4.34004, -3.84831)  -1.619
H (0.55106, 4.06225, -4.75713)  0.397
H (-0.97034, -0.01276, 1.84475)  0.072
C (-1.87982, -1.93707, 2.04394)  -0.192
H (0.01142, -1.40103, -5.49831)  0.344
H (5.43535, 3.87177, -2.51962)  0.393
H (2.89620, 5.87803, -0.28447)  0.374
C (2.17386, 3.78254, -0.15389)  0.139
C (8.65656, -4.60030, -4.04157)  -0.319
C (4.70956, -0.49353, -0.47351)  -0.461
C (0.73392, -0.80086, -4.92914)  -1.388
H (2.54296, 5.29561, 1.35655)  0.393

Properties
LUMO energy (spin up / spin down)	-6.3 / -8.3	eV
HOMO energy (spin up / spin down)	-13.10 / -13.10	eV
spin multiplicity	3
charge	+2

No. 2
Entry from the OMol25 dataset: a molecular structure, C24H15Cl5N3O8OsS (ωB97M-V/def2-TZVPD).

Each line ends with the Mulliken charge.
Atoms and positions in Å:
C (-0.65676, -0.08271, -2.49340)  -1.189
O (-5.13991, -6.42670, 1.54167)  -0.598
C (1.50946, 2.95281, -0.16433)  -0.210
O (-0.48367, 1.66472, 0.30118)  -0.923
C (-0.99842, 0.52267, -5.21856)  0.588
C (-1.87472, 1.06733, -4.28111)  -0.326
Os (-0.84702, -0.21945, -0.46109)  2.247
C (-3.50272, -3.35155, 2.06425)  -0.603
C (0.03925, -0.31582, -4.79829)  -0.022
C (2.77361, 2.93271, -0.79188)  -1.025
C (1.11753, -1.71012, 1.69211)  0.403
C (-2.79519, -2.41930, -0.06630)  0.066
H (-4.39358, -5.38604, -0.48039)  0.519
Cl (-3.16184, 2.10315, -4.72854)  -0.184
H (1.00944, -3.54710, 2.59974)  0.233
C (-3.36136, -3.51788, -0.71804)  -0.665
H (-3.58722, -3.29758, 3.14174)  0.530
C (-2.31932, -1.23080, 2.08093)  -0.338
H (1.42826, -2.05967, 4.66640)  0.303
C (2.98364, 5.23876, -0.12182)  1.027
C (1.75169, 5.27159, 0.48934)  -1.046
C (4.98705, 5.73246, -0.98010)  -0.240
H (5.06863, 6.28736, -1.91453)  0.269
H (1.96042, 0.15945, 4.01821)  0.346
O (3.87776, 6.24154, -0.22488)  -0.473
S (0.39826, -2.12050, 0.19440)  -0.480
H (2.98937, -2.56501, 4.00109)  0.323
H (-2.60082, -1.17124, 3.14078)  0.434
O (4.71435, 4.35759, -1.25836)  -0.490
N (1.37668, -2.61132, 2.63346)  -0.167
H (-3.31532, -3.55465, -1.79748)  0.508
Cl (-1.20407, 0.88737, -6.87882)  -0.158
O (1.09783, 0.63847, -0.67268)  -0.989
C (2.32648, -0.58060, 3.31078)  -0.595
C (0.70628, 1.74838, -0.18475)  1.037
C (1.01024, 4.09367, 0.45725)  -0.565
H (3.38376, -0.39753, 3.12265)  0.326
H (3.14288, 2.04602, -1.28779)  0.565
C (-4.02086, -4.42836, 1.39478)  -0.416
H (0.03202, 4.05678, 0.91670)  0.553
H (5.89366, 5.81207, -0.38212)  0.258
Cl (-2.64669, 1.37741, -1.65939)  -0.101
N (-4.66360, -5.50594, 2.16705)  1.022
O (-1.57133, -0.35781, 1.64500)  -0.823
Cl (1.47166, -1.67898, -2.95957)  -0.173
N (1.57315, -0.51861, 2.05407)  0.136
C (-3.96062, -4.52392, 0.00673)  -0.446
C (2.06898, -2.02705, 3.78626)  -0.531
C (-2.86205, -2.34113, 1.33970)  1.214
C (-1.65988, 0.74123, -2.95641)  1.212
O (-4.66109, -5.39722, 3.37600)  -0.606
C (3.48267, 4.09642, -0.74624)  0.743
Cl (1.10916, -0.97890, -5.96255)  -0.164
H (1.38380, 6.16940, 0.96377)  0.454
O (-2.28448, -1.45249, -0.82812)  -0.290
H (1.70207, 0.19500, 1.35437)  0.049
C (0.20251, -0.61843, -3.44287)  0.470

Properties
LUMO energy	-4.1	eV
HOMO energy	-11.02	eV
charge	+1

No. 3
Entry from the OMol25 dataset: 5 unconnected molecules or ions with the total composition C30H71N at a distorted geometry (ωB97M-V/def2-TZVPD).

Each line ends with the Mulliken charge.
Atoms and positions in Å:
C (0.99235, 1.35448, -2.29879)  -0.842
H (1.30735, -7.35552, -1.84179)  0.560
H (0.20335, 4.56848, 2.74621)  0.514
H (3.60935, -1.74252, -1.40379)  0.310
H (5.84135, -1.24552, -5.92279)  0.390
H (2.63335, 6.09148, 1.64821)  0.680
C (-3.08165, -1.10452, -2.41579)  -0.859
H (-3.43465, -1.42652, -3.38479)  0.455
H (-0.25765, -2.07052, 2.73721)  0.556
H (-2.30265, -0.35252, 4.23021)  -0.049
H (-2.30465, -3.61652, -0.75979)  0.655
H (6.37035, -0.23652, -4.93079)  0.405
H (-4.01365, 0.69948, -1.87179)  0.172
C (2.70135, -2.15252, -0.75479)  -0.354
H (-5.72965, -0.28352, 0.56721)  0.471
H (-0.77965, 0.12948, 2.09221)  -1.381
H (-0.48765, -3.84752, -2.32679)  0.714
C (-3.70965, -0.48852, -0.05979)  -1.387
C (-4.33265, 0.19548, 2.32621)  0.641
H (-2.99465, -2.09752, -2.01079)  0.055
H (-6.13365, 0.98448, 3.10121)  0.463
H (1.39535, -1.81852, 2.47421)  0.397
H (0.31535, -6.09152, -2.41279)  0.218
H (-1.86665, 1.83548, -1.01979)  -0.108
H (3.10935, 2.92348, -3.21179)  0.192
C (1.28735, -6.38852, -1.95879)  -1.076
H (-4.42265, -0.84852, 2.49521)  0.343
C (-0.27665, -3.57452, -1.33579)  -0.542
H (3.04535, -4.20052, -1.54679)  0.537
H (-3.56665, -1.35452, 0.07121)  2.108
H (1.57435, 0.15248, 3.72121)  0.686
H (-0.37365, -2.52052, -1.42779)  0.301
H (-5.19665, 1.20048, 0.47921)  0.472
H (0.89235, 2.22548, -1.94679)  0.373
C (-1.33765, 4.02848, -0.32179)  -0.539
H (-4.96265, -0.74852, -1.79179)  0.690
H (4.56935, 2.31648, -4.99279)  0.295
H (2.38035, -5.72552, -0.22679)  0.431
H (0.73735, 0.84148, -1.17579)  -0.030
H (-4.85965, 2.04548, 3.22621)  0.283
H (-0.00465, 5.66748, 1.40721)  0.307
C (1.31435, -5.57252, -0.61479)  -0.796
H (0.61335, 1.50348, 3.68621)  0.938
H (0.20935, 0.99148, -2.94079)  0.370
H (2.04935, -3.28752, -2.53179)  0.380
H (2.43335, -0.09352, -2.96979)  0.393
H (1.91535, 3.17048, 1.94421)  -0.108
C (4.38235, 1.45348, -4.22279)  -1.114
C (-1.43965, -4.00852, -0.51479)  -2.130
H (0.73335, -6.12252, 0.09921)  0.442
C (2.25135, -3.42952, -1.51979)  -1.031
H (6.14135, 0.53848, -6.38279)  0.449
C (2.96135, 1.89348, -3.77379)  -0.404
H (0.34535, -1.02652, 4.77421)  0.549
C (-1.54365, 0.23748, 4.91021)  0.345
C (1.61335, 4.15748, 1.26521)  0.202
H (5.23835, 1.40248, -3.71679)  0.715
C (-0.02065, -0.07152, 4.79221)  -0.943
C (-4.08665, -0.32452, -1.54379)  -0.822
C (0.70135, 0.56048, 3.57521)  -2.092
H (2.37035, 1.78648, -4.60679)  0.368
N (0.99135, -4.05652, -0.78779)  0.315
H (2.76435, 5.24648, 2.83821)  0.409
C (2.34835, 0.98548, -2.81679)  -0.926
C (0.41035, -1.51652, 2.14721)  -1.115
H (-2.69165, -0.14352, 0.23721)  -0.133
C (-5.11065, 0.94148, 3.32221)  -1.417
H (-0.36065, 2.53448, 1.03421)  -0.307
H (-1.93765, 4.81948, -0.25079)  0.607
C (0.18235, 0.00448, 2.20721)  2.169
C (-0.85265, 3.59448, 1.17021)  -1.105
C (-2.15165, 0.26848, 6.32021)  -1.257
H (-2.85265, 3.22548, -1.77579)  0.467
H (-1.33065, -3.80152, 0.60621)  0.082
H (1.59335, 4.09748, 0.26121)  0.354
C (5.74035, -0.17352, -5.77879)  -1.536
H (4.12335, -0.79352, -4.36079)  -0.014
H (-1.83165, 1.30148, 4.55121)  0.138
C (-4.84365, 0.27248, 0.89421)  -1.410
H (3.72535, 0.32348, -5.89079)  0.428
H (-3.23565, 0.47448, 6.48921)  0.308
H (1.91035, -1.53452, -0.44879)  -0.363
H (-1.44365, -4.94152, -0.64179)  0.750
H (-0.38865, 3.96848, -1.05979)  0.019
H (0.58735, 0.40748, 5.51621)  0.407
H (3.77635, 4.83748, 1.58321)  0.292
H (-3.24765, 2.83048, -0.20779)  0.202
C (2.66335, 5.14748, 1.75321)  -1.800
H (-1.47665, 3.37748, 1.79321)  1.628
C (0.21835, 4.49148, 1.70021)  -1.032
H (-3.13565, 0.42048, 2.29221)  -0.535
H (-4.82265, 0.75948, 4.35721)  0.236
H (0.75635, 0.33148, 1.42521)  0.272
C (-2.29665, 2.93448, -0.86279)  -0.751
H (2.27035, -6.42552, -2.57779)  0.242
H (0.29535, -1.81052, 1.06921)  -0.228
H (2.96335, 0.74748, -1.98979)  0.550
H (-2.16465, -0.67652, -2.43379)  0.079
H (-1.56865, 0.96548, 6.97221)  0.302
C (4.36235, 0.13248, -5.15179)  -0.078
H (3.31235, -2.42552, 0.19221)  0.299
H (-1.96965, -0.86952, 6.62321)  0.232

Properties
structure (SMILES)	CCN(CC)CC.CCCCCC.CCCCCC.CCCCCC.CCCCCC
LUMO energy	0.8	eV
HOMO energy	-8.27	eV

No. 4
Entry from the OMol25 dataset: a molecular structure, C43H33ClN3PSe2Te2Ti at a distorted geometry (ωB97M-V/def2-TZVPD).

Each line ends with the Mulliken charge.
Atoms and positions in Å:
C (-3.44955, 0.25992, 2.36284)  -1.142
C (4.40244, 1.18694, 1.44088)  -0.053
H (-3.49527, 0.91581, 3.22567)  0.424
C (-2.07836, 1.45255, -0.94873)  -2.200
H (6.43466, 1.29073, 4.19140)  0.346
C (-4.17220, -3.72815, -3.93367)  -0.729
C (3.30171, 0.42085, 1.96368)  0.262
C (-1.29992, 4.09120, 1.36356)  -0.597
N (0.20910, 0.77008, -0.30220)  2.006
H (-5.89586, -3.01255, -4.99617)  0.353
H (2.58898, -0.52438, 3.75657)  0.609
H (2.69235, 3.64336, -0.87667)  0.283
H (-2.17596, -3.90692, 0.03253)  0.288
C (-1.18165, -4.02470, -0.38321)  0.257
C (0.75907, 3.80079, 0.05987)  -0.767
H (-2.63100, 2.18779, -1.52230)  0.441
H (-1.61774, 5.58226, -1.65689)  0.402
C (5.57280, 1.04689, 3.58186)  -1.000
C (-1.40770, -0.65899, 1.05251)  1.353
P (-1.44448, -1.48786, -1.74549)  0.142
C (-0.04506, -0.09598, 0.62227)  -0.129
C (6.50044, 2.35111, 1.68771)  -0.726
C (0.85147, -5.30117, -0.54296)  -0.581
C (-2.85699, -2.06913, -2.76499)  -0.126
C (1.39961, -4.33338, -1.36524)  -0.560
C (-0.00811, 3.61364, 1.23835)  0.106
N (2.25470, 0.27729, 1.10718)  1.224
H (-5.49108, -0.64549, -4.37519)  0.396
H (-5.22015, -2.42491, 1.24136)  0.375
H (5.02975, 2.89779, -1.28376)  -0.174
C (1.17233, -0.51438, 1.37347)  -0.768
C (-4.82211, -1.42235, -4.02494)  -0.765
C (0.65172, -3.21099, -1.70532)  -1.022
C (-4.40375, -1.71111, 1.18853)  -1.010
C (-3.53656, -1.86512, 0.18069)  -1.218
C (-2.84799, 0.50336, -0.10687)  0.342
C (-0.64452, -3.04575, -1.22353)  0.571
C (-3.08751, -3.39244, -3.13045)  -0.073
H (2.54137, 2.97994, 0.83479)  0.503
Se (1.38064, 1.25455, -3.18250)  -0.350
C (-1.88563, 4.78369, 0.31623)  0.304
H (-5.11045, -0.80283, 3.03297)  0.345
C (2.05211, 3.23985, -0.09378)  -0.337
H (-3.75106, -2.67548, -0.50587)  0.256
Cl (-3.53718, 5.37503, 0.46840)  -0.330
H (-3.54347, -0.04597, -2.99785)  0.432
H (-0.30150, 2.28329, -1.61702)  1.126
H (-0.13362, -3.07475, 3.17500)  0.375
C (-1.16231, 5.02594, -0.84606)  -0.700
H (-3.92145, 0.62016, -0.24813)  0.518
H (0.43834, 3.06399, 2.06186)  0.312
H (0.68422, 4.73729, -1.88026)  0.381
H (-2.41440, -4.16750, -2.78425)  0.348
C (-0.14098, -2.22560, 2.49931)  -1.146
H (7.03014, 3.52820, -0.02328)  0.416
H (-4.33210, -4.76376, -4.21045)  0.397
N (4.27665, 1.64158, 0.15740)  1.103
C (-0.44230, -5.14494, -0.04934)  -0.743
H (-1.86023, 3.92623, 2.27768)  0.366
Ti (2.47906, 0.83876, -0.91372)  0.180
C (-0.75433, 1.52835, -1.00045)  -1.405
H (4.54185, -0.01687, 5.10404)  0.353
Te (3.81363, 1.69176, -3.38345)  0.017
H (2.02552, -2.01279, 2.59597)  0.907
C (-2.37776, 0.55225, 1.36878)  0.958
Se (3.41403, -1.19067, -1.35002)  -0.691
C (4.52221, 0.32582, 4.07490)  -0.804
H (-0.86572, -5.89007, 0.61448)  0.411
C (-2.36279, -0.98698, -0.18494)  1.669
Te (4.21665, 4.34792, -3.66319)  -0.735
C (6.32478, 2.84737, 0.43356)  -1.121
C (5.18452, 2.47246, -0.30167)  0.273
H (2.42083, -4.40851, -1.71525)  0.428
C (-5.04839, -2.74884, -4.37523)  -0.447
C (3.40062, 0.00975, 3.29196)  -1.450
H (-1.85153, 1.46930, 1.62482)  -0.356
H (1.43538, -6.17029, -0.26268)  0.345
H (7.36781, 2.61312, 2.28424)  0.374
C (1.12026, -1.61019, 2.17076)  -0.248
C (-4.35773, -0.71321, 2.25688)  -0.834
C (0.12938, 4.55608, -0.96564)  -0.170
H (-2.23119, -2.21387, 2.37475)  0.138
H (1.10647, -2.43180, -2.30518)  0.573
C (-1.30615, -1.76057, 2.05316)  -1.279
C (-3.73111, -1.08735, -3.24099)  -0.185
C (5.50930, 1.51356, 2.24690)  0.981

Properties
LUMO energy	3.9	eV
HOMO energy	-1.06	eV
charge	-2

In order of appearance, ΔE to the lowest compared entry with this formula, charge and spin = 0.000, 0.325, 3.624, 0.258 eV.
In order of appearance, total energy = -145902.4804, -121888.2439, -33736.6604, -239805.0189 eV.